172
Properties=species:S:1:pos:R:3 method="wB97M-V/def2-TZVPD" lumo_energy_ev=1.78 spin_multiplicity=1 homo_energy_ha=-0.2589 charge=-1 energy_ha=-3763.7132 orbital_gap_ev=8.83
C 0.66276 0.00238 -0.44266
O 0.88901 -0.75696 0.72240
H 1.33060 -0.26271 -1.26231
H -0.38569 0.01832 -0.74033
H 0.87374 1.06114 -0.29227
C -3.17590 2.55930 -3.80921
C -3.52361 1.10688 -4.12021
O -4.87280 0.88115 -3.75864
H -3.85237 3.21706 -4.35497
H -2.18993 2.83072 -4.18643
H -3.15765 2.82173 -2.75143
H -2.96727 0.33606 -3.58691
H -3.30899 0.86114 -5.16024
H -5.04148 0.00097 -4.10278
C -0.78118 -7.06667 1.11644
C -1.34456 -6.14932 0.07277
O -2.67534 -6.42770 -0.13830
H -0.80449 -6.72791 2.15220
H 0.26381 -7.20721 0.84015
H -1.06529 -8.11381 1.01218
H -0.72488 -6.13305 -0.82379
H -1.29319 -5.19557 0.59796
H -3.13799 -5.63142 0.13279
C 3.45862 0.57582 4.06623
C 4.11166 -0.05796 5.36998
O 3.18657 -0.74773 6.18286
H 3.23402 1.60356 4.35155
H 2.63048 -0.03945 3.71447
H 4.18142 0.75140 3.26946
H 4.80848 0.61681 5.86721
H 4.82695 -0.77494 4.96698
H 2.44912 -0.14365 6.29623
C 4.38170 -1.69631 1.31014
O 5.62065 -1.79698 1.50711
N 3.86540 -0.84518 0.46400
N 3.46059 -2.27554 1.93589
H 2.86841 -0.83608 0.30264
H 4.55076 -0.56767 -0.22402
H 2.48293 -2.15000 1.71565
H 3.82485 -3.01775 2.51602
C 0.57052 -3.47995 3.50670
O 0.54831 -4.64735 3.92835
N 1.02401 -2.43452 4.12322
N 0.03346 -3.14902 2.33738
H 1.44782 -2.50937 5.03694
H 1.31031 -1.74232 3.44573
H -0.24434 -3.93040 1.76085
H 0.08244 -2.24425 1.89118
C -0.50638 -1.44642 -4.88382
O -0.23944 -1.37184 -6.10025
N -0.33954 -0.54007 -3.96994
N -1.11140 -2.46863 -4.28919
H -0.73310 -0.75560 -3.06509
H -0.01111 0.38018 -4.22561
H -1.21190 -3.37402 -4.72540
H -1.58749 -2.39287 -3.40166
C -5.51934 -3.35417 -3.03553
O -5.56937 -3.83942 -1.92449
N -4.69120 -2.40177 -3.37786
N -6.24889 -3.76480 -4.03032
H -4.05715 -1.88299 -2.78713
H -4.72738 -2.00265 -4.30495
H -6.15391 -3.43835 -4.98138
H -6.97285 -4.35754 -3.64999
C -0.91719 1.33899 3.47638
O -1.62304 1.30146 4.45458
N -1.38743 0.99441 2.32995
N 0.30006 1.62474 3.46129
H -0.71816 0.42805 1.82854
H -2.36183 0.74547 2.42310
H 0.79896 1.76007 4.32898
H 0.83790 1.61968 2.60643
C -0.83341 5.22695 -2.85354
O -0.60251 5.54531 -4.04842
N -2.00678 5.51173 -2.35211
N -0.01287 4.63479 -2.04615
H -2.77563 5.87886 -2.89451
H -1.93827 5.42296 -1.34836
H -0.24294 4.43988 -1.08221
H 0.94652 4.63178 -2.36183
C 1.98220 3.51221 1.48715
O 0.93367 3.99774 1.12344
N 2.33726 2.23797 1.31060
N 2.91930 4.21175 2.04381
H 1.65863 1.74187 0.75073
H 3.25921 1.82710 1.27469
H 3.70229 3.63635 2.31940
H 2.86477 5.20221 2.23386
C 1.48878 -4.38624 -1.37621
O 1.93911 -5.48039 -1.61453
N 0.82974 -3.75409 -2.25080
N 1.57104 -3.81057 -0.15823
H 0.54735 -4.18937 -3.11734
H 0.28584 -2.94800 -1.97789
H 1.35042 -2.82703 -0.09436
H 2.21964 -4.28034 0.45718
C -2.62537 -1.87613 -0.71125
O -2.35864 -1.62454 -1.88077
N -3.65419 -2.58792 -0.33337
N -2.04331 -1.35328 0.30848
H -3.88062 -2.68671 0.64595
H -4.25867 -2.92845 -1.06737
H -1.21378 -0.79293 0.17437
H -2.31753 -1.51364 1.26723
C -3.78363 5.74919 1.64719
C -2.63466 4.72750 1.34748
C -3.08276 3.66193 0.35479
O -4.10503 2.85846 0.95160
C -4.64899 1.84454 0.07685
N -1.43250 5.52754 0.99614
H -4.79839 5.35505 1.70202
H -3.85728 6.45935 0.82356
H -3.65541 6.34433 2.55133
H -2.24191 4.21715 2.22691
H -2.19219 3.07025 0.14289
H -3.45769 4.10290 -0.56883
H -5.61804 1.60915 0.51688
H -4.00563 0.96472 0.06629
H -4.84934 2.20743 -0.93125
H -0.66142 4.96357 1.32396
H -1.45968 6.21233 1.73805
C -2.75521 -3.20820 6.29448
C -3.23477 -3.16418 4.85796
C -3.00385 -1.73014 4.21371
O -3.52282 -1.69148 2.88255
C -4.98246 -1.62255 2.67651
N -2.69427 -4.29461 4.10876
H -3.53796 -2.73357 6.88619
H -1.78957 -2.73773 6.47967
H -2.78890 -4.22205 6.69332
H -4.29552 -3.40820 4.91601
H -1.94484 -1.82126 3.97227
H -3.08987 -0.79974 4.77500
H -5.20781 -2.08652 1.71627
H -5.22936 -0.57953 2.87461
H -5.45111 -2.14958 3.50760
H -1.69423 -4.15491 4.08615
H -3.09022 -4.16588 3.18857
C 4.42066 7.58148 -2.15112
C 3.57892 6.42315 -1.69047
C 3.71070 5.18999 -2.65391
O 2.79406 4.18257 -2.16976
C 3.34051 2.90860 -1.83485
N 4.09962 5.96630 -0.38970
H 4.27942 8.16564 -3.06046
H 5.41284 7.14160 -2.25200
H 4.57072 8.38154 -1.42621
H 2.55158 6.75531 -1.54100
H 4.74846 4.90611 -2.82873
H 3.32724 5.61245 -3.58266
H 3.98832 3.01484 -0.96471
H 3.75925 2.49051 -2.75025
H 2.47966 2.29366 -1.57236
H 3.91115 6.68005 0.29961
H 3.50435 5.21719 -0.06630
C 3.14912 -0.76848 -4.22181
C 4.32382 -0.94768 -3.24032
C 4.24906 -2.31132 -2.57122
O 5.36581 -2.51892 -1.77712
C 5.41562 -3.84310 -1.27715
N 5.60797 -0.78266 -3.98244
H 2.16329 -0.78487 -3.75710
H 3.10900 -1.54488 -4.98582
H 3.21885 0.05786 -4.92920
H 4.28621 -0.24263 -2.40990
H 3.98583 -3.11807 -3.25530
H 3.45822 -2.16254 -1.83602
H 4.44561 -4.23367 -0.96950
H 6.03969 -3.91979 -0.38678
H 5.82377 -4.58647 -1.96192
H 6.35437 -0.58837 -3.33034
H 5.57133 0.17134 -4.31204